A:
H17O9 | wB97M-V/def2-TZVPD

Geometry as ORCA input:
```
! RIJCOSX wB97M-V def2-TZVPD def2/J DEFGRID3
* xyz -1 1
O 0.2146 2.1690 -0.3867
H 0.6659 1.5698 -0.9830
H 0.3756 1.7097 0.4664
O -2.1979 0.8979 -1.4065
H -2.1345 1.3075 -0.5356
O -2.6013 -1.4927 -2.2295
H -2.4623 -1.0711 -1.3809
H -2.8364 -0.8110 -2.8523
O -0.1086 0.1731 1.5331
H 0.5199 -0.1580 2.1856
H 0.0241 -0.5165 0.4614
O 2.5363 -0.3393 -1.8153
H 1.7099 -0.5018 -2.2412
H 2.2955 -0.2350 -0.9001
O 2.4856 0.8736 0.9393
H 2.6371 1.5430 0.2675
H 1.5099 0.7110 1.0151
O 0.2187 -1.0045 -0.5730
H -0.0503 -1.8974 -0.7602
H -1.3473 0.4601 -1.5408
O -2.5761 1.0186 2.4001
H -1.6520 0.8509 2.1085
H -2.9033 0.1350 2.5604
O 1.7565 -2.0556 1.5102
H 1.2811 -1.6459 0.7484
H 2.6391 -1.6901 1.4094
*
```

Properties
HOMO-LUMO gap (eV): 10.219

B:
H17O9 | wB97M-V/def2-TZVPD

Geometry as ORCA input:
```
! RIJCOSX wB97M-V def2-TZVPD def2/J DEFGRID3
* xyz -1 1
O 0.6911 1.8877 3.6009
H -1.3988 -1.7407 -1.3994
H 2.0308 1.5028 -1.7902
O 0.7684 -3.6695 1.3780
H 0.8166 -2.6827 1.2789
O -0.3354 0.6091 -0.1982
H 0.3579 1.2605 -0.3418
H -0.2535 -0.8509 -0.5590
O -1.3378 2.3468 1.8290
H 0.4119 -0.4234 0.7384
H -1.5082 1.5172 1.3660
O 2.4996 0.8448 -1.2735
H -0.0969 2.0262 3.0371
H -0.7601 2.8464 1.2475
O 0.7973 -0.9648 1.5377
H -2.0351 1.5710 -2.3674
H -0.0061 -0.9646 2.0687
O -0.5823 -1.8035 -0.8969
H 1.8220 0.1524 -1.2833
H 0.3437 -3.8884 0.5421
O 0.6557 -1.1614 -3.1315
H -0.0804 -0.9171 -3.6971
H 0.1910 -1.3919 -2.2617
O -2.5369 1.3467 -1.5806
H -1.9062 0.9440 -0.9336
H 1.4518 1.6031 3.0899
*
```

Properties
HOMO-LUMO gap (eV): 9.849

Of them, the most stable is A and the least stable is B.

A:
C19H24N2O4 | wB97M-V/def2-TZVPD

Geometry as ORCA input:
```
! RIJCOSX wB97M-V def2-TZVPD def2/J DEFGRID3
* xyz 0 1
C -5.8282 -1.7795 -0.2436
C -4.6515 -1.2655 -1.0523
O -3.5218 -1.1647 -0.1887
C -2.3741 -0.7609 -0.7778
O -2.3223 -0.5107 -1.9631
C -1.2300 -0.6697 0.1222
C -1.2412 -0.8901 1.4568
C -2.4432 -1.2179 2.2824
N -0.0555 -0.8580 2.1476
C 1.1797 -0.8977 1.5454
C 2.3145 -1.2272 2.4596
C 1.2669 -0.6816 0.2146
C 2.4750 -0.7664 -0.5998
O 2.5049 -0.5031 -1.7822
O 3.5763 -1.1685 0.0766
C 4.7762 -1.2784 -0.6842
C 4.8451 -2.5991 -1.4391
C 0.0491 -0.1939 -0.5370
C 0.0377 1.3216 -0.5446
C -0.2727 2.0360 -1.6940
C -0.2864 3.4191 -1.6236
C 0.0080 4.0336 -0.4188
C 0.3016 3.2351 0.6827
C 0.6244 3.8381 2.0169
N 0.3111 1.9128 0.6120
H -6.7018 -1.8636 -0.8833
H -6.0499 -1.0967 0.5724
H -5.5983 -2.7564 0.1735
H -4.8624 -0.2782 -1.4796
H -4.4091 -1.9434 -1.8788
H -3.2258 -0.4818 2.1204
H -2.1914 -1.2418 3.3413
H -2.8481 -2.1858 1.9939
H -0.0924 -0.9777 3.1489
H 2.7504 -2.1877 2.1930
H 3.0992 -0.4813 2.3670
H 1.9810 -1.2658 3.4952
H 5.5841 -1.2010 0.0476
H 4.8293 -0.4420 -1.3892
H 4.0395 -2.6465 -2.1671
H 5.7959 -2.6740 -1.9592
H 4.7490 -3.4342 -0.7489
H 0.0815 -0.5424 -1.5724
H -0.5020 1.5142 -2.6082
H -0.5205 4.0109 -2.4974
H 0.0118 5.1098 -0.3267
H -0.2175 4.4250 2.3813
H 0.8447 3.0478 2.7284
H 1.4861 4.4985 1.9355
*
```

Properties
SMILES: CCOC(=O)C1=C(C)NC(C)=C(C(=O)OCC)C1c1cccc(C)n1
HOMO-LUMO gap (eV): 8.551

B:
C19H24N2O4 | wB97M-V/def2-TZVPD

Geometry as ORCA input:
```
! RIJCOSX wB97M-V def2-TZVPD def2/J DEFGRID3
* xyz 0 1
C 7.4453 1.1276 -0.0704
C 5.9957 1.5750 0.0366
O 5.2113 0.4165 0.2480
C 3.8574 0.5190 0.3206
C 3.1786 1.7349 0.2745
C 1.8072 1.8008 0.3891
C 1.0465 0.6384 0.5474
C -0.3787 0.7679 0.6681
C -1.3421 -0.1776 0.7830
C -1.1482 -1.5667 0.7856
N -1.0980 -2.7167 0.7845
C -2.7604 0.3029 0.9007
O -3.0416 1.4846 0.8315
N -3.6767 -0.6687 1.1024
C -5.0881 -0.3966 1.2002
C -5.8469 -0.7985 -0.0830
C -5.5811 0.1739 -1.2355
C -6.6826 1.2120 -1.0309
C -7.8279 0.3572 -0.4868
O -7.2426 -0.7658 0.1580
C 1.7250 -0.5826 0.5726
C 3.1041 -0.6706 0.4605
O 3.5967 -1.9336 0.5654
C 4.8185 -2.3141 -0.0449
C 4.7863 -2.1685 -1.5619
H 8.0855 1.9898 -0.2326
H 7.5620 0.4356 -0.9003
H 7.7485 0.6266 0.8449
H 5.8748 2.2709 0.8775
H 5.6845 2.0785 -0.8887
H 3.7336 2.6527 0.1639
H 1.3180 2.7625 0.3580
H -0.7580 1.7853 0.6686
H -3.3845 -1.6345 1.1008
H -5.5132 -0.9508 2.0414
H -5.2023 0.6739 1.3809
H -5.5760 -1.8318 -0.3373
H -5.7050 -0.3333 -2.1930
H -4.5840 0.6036 -1.1844
H -6.3697 1.9514 -0.2942
H -6.9559 1.7264 -1.9489
H -8.4689 -0.0074 -1.3006
H -8.4519 0.8895 0.2365
H 1.1883 -1.5093 0.6907
H 4.9187 -3.3683 0.2281
H 5.6596 -1.7566 0.3763
H 5.6935 -2.5881 -1.9881
H 3.9266 -2.6958 -1.9689
H 4.7183 -1.1212 -1.8458
*
```

Properties
SMILES: CCOc1ccc(/C=C(\C#N)C(=O)NC[C@@H]2CCCO2)cc1OCC
HOMO-LUMO gap (eV): 7.910

C:
C19H24N2O4 | wB97M-V/def2-TZVPD

Geometry as ORCA input:
```
! RIJCOSX wB97M-V def2-TZVPD def2/J DEFGRID3
* xyz 0 1
C 7.0660 1.1417 -2.1045
C 6.7464 -0.4175 -1.8527
C 5.4919 -0.3014 -1.0566
C 5.3824 0.1011 0.2995
C 4.0464 -0.1947 0.9177
C 2.9590 -0.4457 0.1598
N 1.6087 -0.3311 0.8703
C 1.2630 -0.7748 1.9707
O 2.2858 -1.3633 2.8059
C -0.0136 -0.7425 2.3799
C -0.6955 0.2815 1.0161
N -1.8052 -0.2808 0.4787
C -3.0781 -0.4852 1.5032
C -4.0583 -1.1467 0.9186
C -4.4318 -0.5410 -0.3598
C -5.2956 0.6752 -0.1658
O -5.0313 1.8308 -0.7777
O -6.2894 0.2454 0.6917
C -7.1530 1.6755 0.8988
C -3.3910 -0.3733 -1.4216
C -2.2570 0.2303 -0.6342
C 0.5455 0.2176 0.1455
O 0.6905 1.0980 -0.7895
C 3.0037 -0.6236 -1.2156
C 4.3729 -0.7074 -1.5620
H 7.9362 1.0952 -2.6085
H 6.2098 1.3240 -2.7840
H 7.0409 1.7622 -1.3529
H 6.6888 -0.9470 -2.5801
H 7.5228 -0.7773 -0.8617
H 6.0736 0.1980 0.8854
H 3.7687 0.1690 1.9470
H -0.5200 -1.7145 2.1116
H -0.2551 -0.3308 3.1259
H -0.7506 1.0846 1.5715
H -2.6384 -0.5873 2.4932
H -3.3196 0.6305 1.6622
H -4.8922 -1.3725 1.4944
H -3.7660 -2.4020 0.5964
H -5.3177 -1.3646 -0.7565
H -6.4712 2.5675 1.0991
H -7.8519 1.3033 1.7430
H -7.4559 2.1408 -0.0456
H -3.6430 0.1164 -2.4405
H -2.9553 -1.4107 -1.7674
H -1.3758 0.2828 -1.4639
H -2.6224 1.3455 -0.4499
H 2.1293 -0.8779 -1.9761
H 4.5025 -1.0040 -2.7591
*
```

Properties
SMILES: CCc1ccc(N2C(=O)C[C@H](N3CCC(C(=O)OC)CC3)C2=O)cc1
HOMO-LUMO gap (eV): 8.482

Of them, the most stable is A and the least stable is C.

A:
C8H14N3 | wB97M-V/def2-TZVPD

Geometry as ORCA input:
```
! RIJCOSX wB97M-V def2-TZVPD def2/J DEFGRID3
* xyz 1 1
C 2.4432 1.4822 -0.1639
C 1.8162 0.3161 -0.1992
C 2.3827 -0.9550 -0.8033
C 0.3026 0.2532 0.1423
N -0.4317 0.7547 -1.0147
C -1.5125 1.4976 -0.5872
C -1.3896 1.7710 0.7274
N -0.3154 0.9897 1.2277
C -0.3989 -0.6132 1.2161
N -1.5488 -1.2230 0.9571
C -1.8409 -2.0754 -0.2112
H 1.8958 2.3623 0.0736
H 3.2834 1.8600 -0.5966
H 2.8590 -1.5043 -0.0087
H 3.0692 -0.6893 -1.6408
H 1.3724 -1.3750 -1.1974
H -0.2741 0.3648 -1.9941
H -2.1958 1.8019 -1.2652
H -2.0158 2.2796 1.3748
H 0.1778 1.4974 2.0405
H 0.3763 -0.8274 2.0670
H -2.2994 -1.2831 1.7331
H -1.6375 -3.0750 -0.2329
H -2.9167 -1.9102 -0.6071
H -1.2017 -1.6995 -1.0373
*
```

Properties
SMILES: C=C(C)[C@]12NC=C[N@H+]1[C@H]2NC
HOMO-LUMO gap (eV): 9.722

B:
C8H14N3 | wB97M-V/def2-TZVPD

Geometry as ORCA input:
```
! RIJCOSX wB97M-V def2-TZVPD def2/J DEFGRID3
* xyz 1 1
C -1.6756 0.8753 -0.5252
C 0.0818 0.7494 -1.7299
C -1.9760 1.5799 -1.6747
C 1.3776 -1.1934 0.3767
C 1.1441 -0.0260 1.3636
C 0.0566 -0.4912 0.3701
C 1.1227 -0.2288 2.8944
C -0.4683 2.0722 -3.6280
N -0.4139 0.3815 -0.5573
N -0.8140 1.4253 -2.4097
N -1.1918 -1.2336 0.9790
H -2.4102 0.7008 0.3770
H 1.1231 0.5585 -2.1024
H 1.9400 -1.0728 -0.5445
H 1.3387 -2.2009 0.8798
H 1.6882 0.9241 1.1044
H 2.0490 0.2667 3.2206
H 0.9652 -1.2726 3.1767
H 0.4326 0.5578 3.2660
H -0.5817 3.1531 -3.4711
H 0.5926 1.7226 -3.8778
H -1.1825 1.9518 -4.4211
H -1.4383 -2.0413 0.3964
H -1.9966 -0.6807 0.7308
H -0.9854 -1.4467 1.9215
*
```

Properties
HOMO-LUMO gap (eV): 7.888

Of them, the most stable is A and the least stable is B.

A:
C10H18N3O | wB97M-V/def2-TZVPD

Geometry as ORCA input:
```
! RIJCOSX wB97M-V def2-TZVPD def2/J DEFGRID3
* xyz 1 1
C -0.1785 -1.3858 1.5205
C -0.2206 -2.8732 1.3407
C -2.2381 -0.0263 1.8362
N -1.1659 -0.6842 2.4124
N -3.3500 -0.6273 1.2127
N -2.2536 1.2853 1.9955
H 0.8117 -1.2073 2.1409
H -0.0549 -0.9050 0.5520
H 0.7950 -3.2453 1.1862
H -0.6202 -3.2028 0.3936
H -1.2892 -1.3007 3.1893
H -3.3767 -1.5271 0.9602
H -4.1721 -0.0801 0.9524
H -1.4345 1.8553 2.5323
H -2.9715 1.8748 1.3906
H -0.6160 -3.4345 2.1510
C -0.8744 0.1353 -2.2121
C 0.6709 1.9166 -1.0070
C 0.4512 0.7302 -1.8360
C 2.0036 2.2018 -0.6847
C 3.0395 1.5246 -1.3083
C 1.6161 -0.0141 -2.2268
C 2.9111 0.3921 -2.2469
O 4.3138 2.0727 -1.1011
H -0.1719 2.5887 -0.7776
H 2.3370 3.1595 -0.2497
H -1.7485 0.4980 -1.6061
H -0.8756 -0.9478 -1.8087
H 1.3688 -0.9031 -2.8243
H 4.4057 2.2899 -0.1633
H 3.8062 -0.1718 -2.3574
H -0.9181 0.0116 -3.3566
*
```

Properties
HOMO-LUMO gap (eV): 6.957

B:
C10H18N3O | wB97M-V/def2-TZVPD

Geometry as ORCA input:
```
! RIJCOSX wB97M-V def2-TZVPD def2/J DEFGRID3
* xyz 1 1
C -3.1967 1.5243 -0.3802
C -3.9562 -0.4298 -0.0292
C -2.6424 -0.4322 0.3482
C -0.0652 2.1534 -0.1702
C -4.8329 -1.6199 -0.2907
C -1.7616 -1.5651 0.7359
C 4.3445 0.9539 -0.6467
C 3.5010 -0.6903 1.0199
C -0.8786 1.4158 0.5165
C 3.1499 0.4503 0.0206
N -4.2579 0.8079 -0.4867
N -2.1277 0.9135 0.1751
N 2.1185 -0.0764 -0.8964
O 0.7009 2.7412 -0.8096
H -3.2178 2.4905 -0.7752
H 1.7292 0.7343 -1.3905
H -5.8665 -1.3715 -0.3251
H -4.6727 -1.9791 -1.3396
H -4.6705 -2.3244 0.5269
H -0.7333 -1.3601 0.3289
H -1.6520 -1.6663 1.8066
H -2.1192 -2.5039 0.4559
H 4.0360 1.3672 -1.6334
H 5.0117 1.7099 -0.0926
H 5.0939 0.2608 -0.8234
H 4.1536 -1.4731 0.6389
H 2.5221 -1.1898 1.4875
H 4.2247 -0.1969 1.8190
H -0.5329 1.3065 1.5849
H 2.5984 1.2446 0.5862
H 2.6391 -0.5600 -1.5796
H 1.3606 -0.6354 -0.3818
*
```

Properties
HOMO-LUMO gap (eV): 7.619

C:
C10H18N3O | wB97M-V/def2-TZVPD

Geometry as ORCA input:
```
! RIJCOSX wB97M-V def2-TZVPD def2/J DEFGRID3
* xyz 1 1
C 1.9534 4.3589 -1.0318
C -1.3833 1.9395 -0.9385
C -0.6606 1.8313 -2.1931
C -0.8794 2.3335 0.3492
C 0.4408 2.6026 -2.0890
C 0.2493 3.1732 0.2647
C 0.8906 3.2166 -0.9517
O -2.5110 1.1969 -0.6639
H -3.0127 1.3497 -1.5162
H -1.1686 1.3706 -3.1025
H -1.4756 2.3218 1.2675
H 0.8733 2.8812 -3.1187
H 0.5257 3.9080 1.0235
H 2.6336 4.2561 -1.7873
H 2.4971 4.6512 -0.1080
H 1.2788 5.1382 -1.4780
C -0.3884 -4.1273 0.9757
C 0.9163 -4.6179 0.3861
C -0.3890 -1.8110 1.1844
N -0.9093 -2.8622 0.4603
N -1.4010 -0.9844 1.5534
N 0.9463 -1.7001 1.6386
H -1.1431 -4.8616 0.7216
H -0.4292 -4.0622 2.1539
H 1.7527 -3.9431 0.7075
H 1.0723 -4.9746 -0.7260
H -0.9119 -2.8568 -0.5591
H -2.3011 -1.1064 1.1423
H -1.5119 -0.3819 2.4625
H 1.7750 -1.8693 1.0120
H 1.0358 -0.9225 2.0928
H 1.6351 -5.4483 0.8677
*
```

Properties
HOMO-LUMO gap (eV): 6.997

Of them, the most stable is A and the least stable is C.